(1)
{"formula": "C26H36ClN3O2Rh", "method": "ωB97M-V/def2-TZVPD", "symbols": ["Rh", "Cl", "N", "N", "C", "C", "C", "C", "C", "C", "H", "H", "H", "H", "H", "H", "C", "C", "C", "C", "H", "H", "H", "H", "H", "H", "O", "H", "H", "O", "H", "H", "C", "C", "C", "H", "H", "C", "C", "H", "C", "C", "C", "C", "H", "C", "H", "H", "H", "H", "H", "H", "H", "H", "C", "C", "C", "C", "C", "C", "N", "H", "H", "H", "H", "H", "H", "H", "H"], "coordinates": [[0.00097, -0.03922, 0.07958], [2.05520, -0.17255, -1.12254], [0.45343, 2.00812, 0.06698], [0.36671, -2.08233, 0.27715], [-0.38150, 2.82508, -0.51632], [-0.22943, -2.88403, -0.56473], [1.66740, 2.78661, 0.44973], [1.09400, 4.20248, 0.48854], [2.73376, 2.79355, -0.63629], [2.29469, 2.32679, 1.75569], [2.32368, 3.17521, -1.58115], [3.09756, 1.77197, -0.79822], [3.55968, 3.44156, -0.30636], [1.63509, 2.52682, 2.60626], [3.23249, 2.87913, 1.90358], [2.52176, 1.25502, 1.69737], [1.39903, -2.85305, 1.02563], [1.25038, -4.25709, 0.44492], [1.12635, -2.82341, 2.52810], [2.81953, -2.37448, 0.79585], [3.02404, -2.30956, -0.27826], [3.51624, -3.09032, 1.26221], [2.97489, -1.38298, 1.24228], [0.16640, -3.29477, 2.76233], [1.12223, -1.78482, 2.88260], [1.92736, -3.37061, 3.04249], [0.25432, -4.13902, -0.62553], [0.85980, -4.99013, 1.15252], [2.14608, -4.64473, -0.03303], [-0.07780, 4.13309, -0.40877], [1.73864, 4.99140, 0.08662], [0.72391, 4.49154, 1.48145], [-1.59326, 2.37812, -1.28312], [-1.39535, -2.48405, -1.45026], [-0.95708, -1.28214, -2.18817], [-2.23106, -2.31609, -0.78863], [-1.57996, -3.29581, -2.12593], [-0.67179, -0.01570, -1.63319], [-1.08240, 1.25270, -2.11112], [-1.51927, -0.12041, 0.76136], [-0.62962, 1.28469, -3.40416], [-0.31522, 0.07272, -4.01935], [-0.40278, 2.60887, -4.01648], [-0.51117, -1.19542, -3.47532], [0.04802, 0.12162, -5.00666], [-0.18613, -2.45700, -4.15987], [0.22363, -2.21592, -5.13341], [-1.07844, -3.08521, -4.29047], [0.56327, -3.03516, -3.59050], [-1.31241, 3.22224, -4.00421], [-0.09043, 2.44605, -5.03666], [0.39274, 3.15949, -3.49021], [-1.92826, 3.18722, -1.89710], [-2.33103, 2.08649, -0.54956], [-2.36957, -2.42419, 1.98443], [-2.32698, -1.05102, 2.52232], [-3.18973, -0.55151, 3.51222], [-2.86898, 0.77671, 3.72667], [-1.80600, 1.09857, 2.86664], [-1.18333, 2.42833, 2.75791], [-1.49186, -0.02069, 2.16141], [-1.42363, -2.70945, 1.52890], [-3.17108, -2.53982, 1.24170], [-2.57992, -3.10399, 2.81470], [-3.97044, -1.17466, 3.97230], [-3.33291, 1.49970, 4.40747], [-1.80893, 3.11681, 2.16224], [-1.09469, 2.85549, 3.77287], [-0.19082, 2.36714, 2.30051]], "spin_multiplicity": 5, "lumo_ev": [2.89, 2.26], "charge": -1}

(2)
{"formula": "C55H45KN9O2Si", "method": "ωB97M-V/def2-TZVPD", "symbols": ["K", "N", "C", "C", "C", "C", "C", "N", "C", "C", "C", "C", "C", "N", "H", "H", "H", "H", "H", "H", "H", "H", "H", "O", "C", "O", "C", "C", "C", "C", "C", "N", "H", "H", "H", "H", "N", "C", "C", "C", "C", "C", "C", "C", "C", "N", "C", "H", "H", "H", "H", "H", "H", "H", "H", "C", "C", "C", "C", "C", "C", "Si", "C", "C", "C", "C", "C", "C", "C", "C", "C", "C", "C", "C", "H", "H", "H", "H", "H", "H", "H", "H", "H", "H", "H", "H", "H", "H", "H", "N", "C", "C", "C", "C", "C", "C", "N", "C", "C", "C", "C", "N", "C", "C", "H", "H", "H", "H", "H", "H", "H", "H", "H"], "coordinates": [[-1.99188, 0.65067, -0.56702], [-1.98147, 1.92650, -4.07656], [-1.53795, 0.62461, -4.26157], [-1.68123, 0.02504, -5.52808], [-0.97868, -1.15411, -5.77607], [-0.39723, -1.81097, -4.71212], [-0.53789, -1.24523, -3.40910], [-1.06259, -0.02405, -3.19630], [-1.50761, 2.99042, -3.33115], [-1.74823, 4.21046, -3.96667], [-1.03221, 5.30618, -3.58922], [-0.23503, 5.20827, -2.37641], [-0.22178, 3.98615, -1.69856], [-0.74749, 2.82542, -2.24365], [-2.71659, 2.20078, -4.74334], [-2.05582, 0.54318, -6.38060], [-0.97453, -1.67467, -6.70368], [0.31447, -2.63569, -4.78239], [-0.17537, -1.81093, -2.52995], [-2.46543, 4.18339, -4.77810], [-1.14716, 6.26603, -4.09711], [0.47049, 5.97836, -2.05379], [0.22865, 3.91478, -0.74776], [2.23078, -0.55192, 0.13105], [1.16469, -1.19263, 0.23819], [-0.08765, -0.93032, 0.10626], [1.45743, -2.63389, 0.77180], [2.74416, -2.93079, 1.28154], [2.90030, -4.14894, 1.95556], [1.87442, -5.02392, 1.93867], [0.68989, -4.65380, 1.33601], [0.43489, -3.48742, 0.81167], [3.55177, -2.13504, 1.36836], [3.86840, -4.38639, 2.43005], [1.86964, -5.90731, 2.55111], [-0.11692, -5.37784, 1.26194], [-4.56005, 1.65325, 0.80071], [-4.09474, 2.75662, 1.59126], [-4.94120, 3.89610, 1.82900], [-4.40882, 5.04835, 2.49139], [-3.19690, 5.04184, 3.04879], [-2.39992, 3.88486, 3.01293], [-1.12883, 3.83586, 3.73900], [-0.29544, 2.75177, 3.60846], [-0.72555, 1.80175, 2.63733], [-1.91046, 1.71939, 2.05597], [-2.75559, 2.80098, 2.20991], [-5.54366, 1.72352, 0.56744], [-4.43399, 0.70642, 1.24204], [-5.97758, 3.89043, 1.54671], [-5.04765, 5.91907, 2.68849], [-2.82290, 5.82598, 3.65923], [-0.88527, 4.73411, 4.25483], [0.56992, 2.59873, 4.26996], [-0.02660, 0.94450, 2.39755], [7.28810, -0.08184, 2.75528], [6.01507, -0.57316, 2.52167], [5.12051, 0.23093, 1.79463], [5.52115, 1.53363, 1.32323], [6.90210, 1.91925, 1.37855], [7.77895, 1.00888, 1.96500], [4.20024, 2.57328, 0.39092], [4.63380, 4.39084, 0.72412], [5.30676, 4.73993, 1.88199], [5.71362, 6.04340, 2.14277], [5.30681, 7.07559, 1.29357], [4.52851, 6.72084, 0.20616], [4.14305, 5.41167, -0.07645], [4.52697, 2.30900, -1.39509], [5.58834, 2.83655, -2.08308], [5.63949, 2.84477, -3.48000], [4.64188, 2.12170, -4.19570], [3.67969, 1.46210, -3.49002], [3.48288, 1.63996, -2.12000], [7.90527, -0.65798, 3.43072], [5.73068, -1.52100, 2.93538], [4.09827, -0.07361, 1.60444], [7.32600, 2.84775, 0.95896], [8.83748, 1.08706, 1.90306], [5.76347, 3.95156, 2.53641], [6.43747, 6.23515, 2.99281], [5.51145, 8.10516, 1.50723], [4.23321, 7.45474, -0.51570], [3.37707, 5.25907, -0.83209], [6.46648, 3.23281, -1.53687], [6.54795, 3.15603, -3.92615], [4.59186, 2.18956, -5.29050], [2.93308, 0.81632, -3.90115], [2.63199, 1.23141, -1.54287], [-4.51568, -7.08389, 1.42387], [-5.37876, -8.22996, 1.55256], [-5.25019, -9.57067, 1.98545], [-6.33875, -10.41488, 1.64050], [-7.49639, -9.91197, 1.09319], [-7.72818, -8.56535, 0.83500], [-6.59665, -7.70551, 1.02981], [-6.42967, -6.46581, 0.40190], [-5.17003, -6.11444, 0.70687], [-4.57801, -4.83044, 0.43051], [-5.27744, -3.84770, -0.24758], [-4.78835, -2.49744, -0.37414], [-3.56120, -2.24469, -0.04142], [-2.77738, -3.18527, 0.55265], [-3.28973, -4.45295, 0.94362], [-3.58240, -6.93428, 1.88031], [-4.36252, -9.99417, 2.46099], [-6.25350, -11.48570, 1.76129], [-8.20771, -10.66056, 0.80083], [-8.65420, -8.16174, 0.44036], [-6.25107, -4.03708, -0.75303], [-5.37298, -1.72053, -0.91261], [-1.71044, -2.91338, 0.72150], [-2.65238, -5.15085, 1.52227]], "spin_multiplicity": 1, "relative_energy_kj_mol": 401.2, "lumo_ev": 1.24, "charge": -1}